No. 1
{"formula": "C3H12NO3", "method": "ωB97M-V with the def2-TZVPD basis set", "elements": ["C", "O", "C", "C", "O", "N", "H", "H", "H", "H", "H", "H", "H", "H", "H", "H", "H", "H", "O"], "xyz": [[1.67, -2.69, 0.41], [0.81, -1.58, 0.61], [-0.42, 1.95, 0.62], [-1.40, 0.82, 0.77], [-1.98, 0.62, -0.49], [0.72, 1.41, -0.08], [2.53, -2.42, -0.22], [1.15, -3.55, -0.06], [1.96, -3.02, 1.40], [-0.94, 2.75, 0.09], [-2.21, 1.10, 1.45], [-0.85, -0.08, 1.12], [-1.22, 0.18, -0.98], [-0.08, 2.36, 1.59], [0.47, 0.74, -0.90], [1.46, 2.06, -0.32], [0.33, -0.36, -2.38], [0.63, -1.14, -0.27], [0.17, -0.19, -1.46]], "homo_lumo_gap_ev": [10.144, 7.022], "largest_force_ha_per_bohr": 0.105, "e_homo_ev": [-9.515, -9.489], "energy_ha": -401.8290, "multiplicity": 2, "e_above_lowest_ev": 1.143, "lumo_energy_ha": [0.0231, -0.0907]}



No. 2
{"formula": "C38H53F3N4O6S", "method": "ωB97M-V with the def2-TZVPD basis set", "elements": ["C", "O", "C", "C", "C", "C", "C", "C", "C", "C", "C", "C", "C", "C", "C", "C", "C", "N", "C", "C", "C", "C", "O", "S", "O", "O", "O", "C", "C", "O", "C", "F", "F", "F", "H", "H", "H", "H", "H", "H", "H", "H", "H", "H", "H", "H", "H", "H", "H", "H", "H", "H", "H", "H", "H", "H", "H", "H", "H", "H", "H", "H", "H", "H", "H", "H", "H", "H", "H", "H", "H", "H", "C", "C", "C", "N", "C", "C", "H", "H", "H", "H", "H", "C", "C", "C", "N", "C", "C", "H", "H", "H", "H", "H", "C", "C", "C", "N", "C", "C", "H", "H", "H", "H", "H"], "xyz": [[-1.53, 5.18, 0.55], [-2.12, 5.07, 1.83], [-1.29, 4.53, 2.83], [-1.69, 3.12, 3.27], [-1.99, 2.08, 2.19], [-0.83, 1.31, 1.50], [0.59, 1.83, 1.61], [1.66, 0.87, 1.07], [2.00, 1.04, -0.41], [1.07, 0.33, -1.39], [0.87, -1.16, -1.07], [-0.47, -1.55, -0.45], [-1.01, -2.95, -0.76], [0.01, -4.07, -0.82], [1.04, -4.09, 0.31], [1.40, -5.51, 0.72], [2.52, -5.54, 1.74], [2.09, -5.06, 3.04], [2.88, -4.32, 3.91], [2.13, -4.03, 5.09], [0.85, -4.63, 4.93], [0.85, -5.24, 3.64], [-1.91, -3.26, 0.40], [-3.43, -3.03, 0.17], [-4.13, -4.28, 0.24], [-3.87, -1.87, 0.88], [-3.26, -2.63, -1.37], [-2.03, -3.12, -1.90], [-1.83, -2.54, -3.28], [-1.02, -1.36, -3.32], [-1.53, -0.36, -4.01], [-1.93, -0.74, -5.22], [-0.63, 0.55, -4.14], [-2.61, 0.15, -3.44], [-0.88, 4.34, 0.33], [-0.96, 6.10, 0.47], [-2.32, 5.20, -0.19], [-0.25, 4.57, 2.50], [-1.37, 5.19, 3.69], [-0.92, 2.74, 3.95], [-2.59, 3.22, 3.88], [-2.61, 2.56, 1.44], [-2.63, 1.33, 2.65], [-1.07, 1.26, 0.44], [-0.83, 0.29, 1.89], [0.68, 2.77, 1.06], [0.83, 2.05, 2.65], [2.57, 1.03, 1.64], [1.35, -0.16, 1.27], [3.02, 0.70, -0.60], [1.99, 2.11, -0.62], [1.50, 0.42, -2.38], [0.11, 0.85, -1.42], [1.65, -1.43, -0.36], [1.05, -1.74, -1.97], [-1.23, -0.82, -0.73], [-0.39, -1.53, 0.63], [-0.58, -4.98, -0.76], [0.50, -4.06, -1.79], [0.64, -3.57, 1.18], [1.95, -3.57, 0.02], [0.51, -5.99, 1.13], [1.73, -6.10, -0.14], [3.32, -4.89, 1.42], [2.91, -6.55, 1.83], [3.89, -4.05, 3.66], [2.48, -3.47, 5.94], [0.03, -4.60, 5.63], [0.07, -5.79, 3.14], [-2.13, -4.19, -2.06], [-1.39, -3.28, -3.93], [-2.83, -2.31, -3.66], [1.60, 7.05, -3.77], [1.61, 8.11, -2.89], [1.31, 7.87, -1.55], [1.00, 6.67, -1.08], [0.98, 5.65, -1.94], [1.28, 5.79, -3.29], [1.83, 7.19, -4.82], [1.85, 9.11, -3.22], [1.31, 8.68, -0.84], [0.71, 4.68, -1.53], [1.25, 4.93, -3.94], [-3.73, 10.16, -3.37], [-3.29, 10.94, -2.32], [-2.05, 10.67, -1.76], [-1.25, 9.69, -2.19], [-1.68, 8.95, -3.20], [-2.91, 9.14, -3.83], [-4.69, 10.34, -3.83], [-3.90, 11.75, -1.92], [-1.68, 11.26, -0.93], [-1.02, 8.16, -3.54], [-3.20, 8.51, -4.65], [2.61, -11.40, 2.29], [2.61, -11.20, 0.92], [2.31, -9.94, 0.44], [2.04, -8.90, 1.22], [2.04, -9.10, 2.54], [2.32, -10.33, 3.12], [2.84, -12.37, 2.71], [2.82, -12.01, 0.24], [2.30, -9.75, -0.63], [1.81, -8.24, 3.16], [2.32, -10.43, 4.20]], "homo_lumo_gap_ev": 8.399, "largest_force_ha_per_bohr": 0.050, "e_homo_ev": -7.989, "smiles": "COCCCCCCCCCC[C@@]1(CCCCn2cccc2)OS(=O)(=O)O[C@H]1COC(F)(F)F.c1ccncc1.c1ccncc1.c1ccncc1", "energy_ha": -2847.9723, "lumo_energy_ha": 0.0151}



No. 3
{"formula": "C2H14O5", "method": "ωB97M-V with the def2-TZVPD basis set", "elements": ["C", "C", "O", "H", "H", "H", "H", "H", "H", "O", "H", "H", "O", "H", "H", "O", "H", "H", "O", "H", "H"], "xyz": [[0.54, 0.17, 2.29], [0.57, 0.88, 0.95], [-0.43, 1.93, 0.83], [-0.48, 0.10, 2.72], [0.93, -0.87, 2.19], [1.24, 0.47, 3.09], [0.26, 0.17, 0.18], [1.57, 1.20, 0.57], [-0.18, 2.58, 1.50], [-0.32, 1.53, -2.28], [-1.20, 1.79, -1.98], [0.31, 1.90, -1.64], [0.58, -2.30, 0.28], [0.99, -1.88, -0.49], [0.49, -3.25, 0.20], [1.58, -1.11, -2.27], [0.87, -0.56, -2.63], [2.15, -1.41, -2.99], [-2.56, -0.79, 0.78], [-2.64, -0.02, 0.22], [-1.60, -0.83, 0.84]], "homo_lumo_gap_ev": 11.195, "largest_force_ha_per_bohr": 0.034, "e_homo_ev": -10.684, "smiles": "CCO.O.O.O.O", "energy_ha": -460.7738, "e_above_lowest_ev": 0.863, "lumo_energy_ha": 0.0188}



No. 4
{"formula": "C41H51F6NOPPtS3Te", "method": "ωB97M-V with the def2-TZVPD basis set", "elements": ["Pt", "C", "C", "S", "C", "C", "S", "C", "C", "S", "H", "H", "H", "H", "H", "H", "H", "H", "H", "H", "H", "H", "C", "C", "C", "C", "C", "C", "C", "C", "C", "C", "H", "H", "H", "H", "H", "H", "H", "H", "H", "H", "H", "H", "C", "C", "C", "C", "C", "C", "Te", "N", "C", "O", "C", "C", "C", "C", "C", "C", "C", "C", "C", "C", "C", "C", "C", "C", "C", "C", "C", "C", "H", "H", "H", "H", "H", "H", "H", "H", "H", "H", "H", "H", "H", "H", "H", "H", "H", "H", "H", "H", "H", "H", "H", "H", "H", "H", "H", "F", "P", "F", "F", "F", "F", "F"], "xyz": [[0.47, -0.44, 0.48], [-0.25, 4.21, 0.79], [0.09, 3.22, 1.90], [-0.68, 1.58, 1.83], [-2.44, 1.90, 1.64], [-3.08, 2.25, 0.29], [-2.52, 1.37, -1.19], [-1.40, 2.58, -1.97], [0.06, 2.56, -1.51], [0.67, 4.10, -0.76], [0.00, 5.21, 1.15], [-1.32, 4.23, 0.58], [-0.19, 3.66, 2.86], [1.16, 3.01, 1.93], [-2.69, 2.69, 2.36], [-2.89, 0.98, 2.01], [-3.02, 3.32, 0.08], [-4.14, 2.01, 0.38], [-1.84, 3.57, -1.87], [-1.45, 2.32, -3.03], [0.72, 2.44, -2.36], [0.25, 1.72, -0.84], [3.05, -2.50, -2.35], [2.68, -1.36, -1.40], [3.05, -0.04, -2.11], [1.15, -1.30, -1.18], [3.39, -1.57, -0.07], [3.10, -2.63, 0.70], [3.79, -2.88, 1.96], [4.46, -1.91, 2.57], [4.52, -0.55, 1.93], [4.58, -0.78, 0.43], [2.58, -2.35, -3.33], [2.73, -3.47, -1.97], [4.13, -2.53, -2.49], [2.45, 0.03, -3.02], [4.10, -0.02, -2.39], [2.85, 0.83, -1.49], [0.72, -0.72, -2.00], [2.32, -3.32, 0.39], [3.66, -3.85, 2.43], [4.89, -2.04, 3.56], [5.44, -0.03, 2.19], [5.48, -1.36, 0.20], [-9.15, -3.17, 4.38], [-7.83, -2.89, 3.71], [-7.68, -2.97, 2.34], [-6.47, -2.71, 1.71], [-6.41, -2.83, 0.21], [-5.35, -2.36, 2.48], [-3.50, -1.93, 1.45], [-0.97, -1.75, 0.18], [-0.64, -2.62, -0.67], [0.55, -2.62, -1.32], [-1.49, -3.78, -1.09], [-2.71, -3.57, -1.71], [-3.47, -4.65, -2.13], [-3.03, -5.95, -1.91], [-1.80, -6.16, -1.28], [-1.03, -5.08, -0.88], [-2.36, -3.35, 2.56], [-1.30, -2.96, 3.37], [-0.91, -1.54, 3.64], [-0.54, -3.94, 4.01], [-0.82, -5.29, 3.88], [0.01, -6.34, 4.57], [-1.90, -5.66, 3.08], [-2.67, -4.72, 2.41], [-3.81, -5.21, 1.57], [-5.49, -2.25, 3.87], [-4.34, -1.85, 4.76], [-6.72, -2.53, 4.46], [-9.89, -3.50, 3.66], [-9.54, -2.28, 4.87], [-9.05, -3.95, 5.14], [-8.54, -3.25, 1.73], [-7.35, -3.21, -0.18], [-5.60, -3.48, -0.11], [-6.22, -1.86, -0.26], [-3.05, -2.56, -1.88], [-4.43, -4.48, -2.62], [-3.63, -6.79, -2.22], [-1.45, -7.17, -1.11], [-0.07, -5.24, -0.41], [-1.47, -0.84, 3.03], [0.15, -1.38, 3.46], [-1.11, -1.29, 4.69], [0.31, -3.63, 4.61], [0.80, -5.88, 5.16], [0.49, -7.00, 3.84], [-0.60, -6.95, 5.23], [-2.14, -6.71, 2.96], [-3.79, -6.30, 1.50], [-3.76, -4.80, 0.56], [-4.77, -4.91, 2.00], [-3.82, -0.98, 4.35], [-3.61, -2.65, 4.84], [-4.70, -1.60, 5.76], [-6.81, -2.45, 5.54], [2.41, 0.82, 1.04], [3.17, 0.61, 2.59], [3.80, 0.47, 4.08], [4.10, 1.90, 2.24], [2.11, -0.59, 2.88], [4.79, 0.45, -0.20], [2.05, 1.65, 3.16]], "homo_lumo_gap_ev": 7.046, "total_charge": -1, "largest_force_ha_per_bohr": 0.013, "e_homo_ev": -4.938, "energy_ha": -4245.5835, "e_above_lowest_ev": 0.752, "lumo_energy_ha": 0.0775}



No. 5
{"formula": "C38H53HgN2O23S2", "method": "ωB97M-V with the def2-TZVPD basis set", "elements": ["Hg", "C", "C", "O", "H", "H", "H", "H", "H", "C", "C", "O", "S", "O", "O", "O", "H", "H", "H", "H", "C", "C", "O", "S", "O", "O", "O", "H", "H", "H", "H", "C", "C", "C", "C", "C", "C", "N", "O", "O", "H", "H", "H", "H", "H", "C", "C", "C", "C", "C", "C", "N", "O", "O", "H", "H", "H", "H", "H", "O", "C", "O", "C", "C", "C", "H", "H", "H", "H", "H", "H", "O", "C", "O", "C", "C", "C", "H", "H", "H", "H", "H", "H", "O", "C", "O", "C", "C", "C", "H", "H", "H", "H", "H", "H", "O", "C", "O", "C", "C", "C", "H", "H", "H", "H", "H", "H", "O", "C", "O", "C", "C", "C", "H", "H", "H", "H", "H", "H"], "xyz": [[36.06, 9.87, -9.68], [33.69, 8.89, -13.59], [33.77, 9.92, -12.42], [34.68, 9.61, -11.42], [32.86, 9.20, -14.23], [33.50, 7.84, -13.37], [34.61, 8.89, -14.18], [32.73, 9.92, -12.07], [34.20, 10.77, -12.96], [29.50, 7.07, -14.24], [29.77, 8.47, -14.86], [30.11, 9.18, -13.63], [29.14, 8.74, -12.46], [27.77, 9.14, -12.57], [29.83, 9.01, -11.22], [29.30, 7.19, -12.85], [30.31, 6.36, -14.43], [28.57, 6.71, -14.69], [29.00, 9.02, -15.40], [30.70, 8.55, -15.42], [32.18, 8.51, -9.06], [33.37, 8.11, -8.23], [32.73, 7.35, -7.18], [31.50, 8.22, -6.63], [32.06, 9.26, -5.82], [30.45, 7.36, -6.24], [31.18, 8.89, -8.13], [31.81, 7.69, -9.68], [32.47, 9.41, -9.59], [33.74, 8.96, -7.65], [34.16, 7.52, -8.68], [39.25, 5.92, -15.47], [37.96, 5.49, -15.54], [36.98, 6.35, -16.00], [37.35, 7.58, -16.51], [38.71, 7.98, -16.71], [39.63, 7.13, -16.07], [36.24, 8.46, -16.99], [35.12, 7.99, -16.95], [36.50, 9.60, -17.30], [40.00, 5.35, -14.95], [37.69, 4.52, -15.15], [35.95, 6.03, -15.93], [39.02, 8.91, -17.15], [40.66, 7.43, -15.92], [31.15, 7.42, -18.94], [31.31, 8.64, -19.64], [32.04, 9.67, -19.09], [32.54, 9.50, -17.79], [32.50, 8.30, -17.15], [31.77, 7.26, -17.72], [33.47, 10.49, -17.22], [34.29, 11.01, -17.98], [33.17, 10.92, -16.13], [30.71, 6.50, -19.30], [30.86, 8.78, -20.61], [32.24, 10.60, -19.61], [32.99, 8.06, -16.22], [31.65, 6.28, -17.26], [38.05, 6.05, -11.25], [36.98, 5.57, -11.52], [36.49, 4.58, -10.72], [35.08, 4.35, -10.98], [34.65, 5.46, -11.93], [35.93, 6.05, -12.49], [34.51, 4.30, -10.06], [34.94, 3.44, -11.57], [34.06, 6.26, -11.46], [34.01, 5.12, -12.74], [35.85, 7.12, -12.62], [36.20, 5.51, -13.41], [39.46, 9.01, -11.31], [39.05, 9.45, -12.36], [37.90, 8.99, -12.94], [37.48, 9.91, -13.98], [38.75, 10.70, -14.41], [39.66, 10.42, -13.20], [36.76, 10.55, -13.47], [36.93, 9.23, -14.63], [38.46, 11.73, -14.57], [39.16, 10.33, -15.34], [39.84, 11.42, -12.80], [40.55, 9.92, -13.60], [32.12, 14.63, -13.30], [31.89, 13.83, -12.44], [30.77, 13.09, -12.33], [30.63, 12.42, -11.07], [32.00, 12.61, -10.43], [32.88, 13.36, -11.40], [30.55, 11.38, -11.37], [29.83, 12.82, -10.46], [32.36, 11.66, -10.02], [31.88, 13.26, -9.56], [33.53, 12.72, -12.02], [33.64, 14.04, -11.03], [36.96, 11.79, -10.36], [36.96, 12.52, -11.35], [36.12, 12.39, -12.34], [36.27, 13.41, -13.32], [37.33, 14.41, -12.85], [37.96, 13.64, -11.67], [35.29, 13.85, -13.43], [36.60, 12.97, -14.26], [36.84, 15.31, -12.50], [37.99, 14.63, -13.69], [38.01, 14.41, -10.90], [39.03, 13.42, -11.65], [34.47, 11.23, -8.99], [34.52, 12.16, -8.17], [34.53, 13.39, -8.59], [34.46, 14.35, -7.51], [34.23, 13.51, -6.23], [34.64, 12.09, -6.68], [33.63, 15.04, -7.61], [35.42, 14.87, -7.44], [33.18, 13.50, -5.95], [34.88, 13.97, -5.50], [34.14, 11.29, -6.14], [35.67, 11.91, -6.34]], "homo_lumo_gap_ev": 5.068, "total_charge": 1, "largest_force_ha_per_bohr": 0.077, "e_homo_ev": -11.143, "energy_ha": -4268.9806, "e_above_lowest_ev": 4.332, "lumo_energy_ha": -0.2233}



No. 6
{"formula": "C2H4IPS", "method": "ωB97M-V with the def2-TZVPD basis set", "elements": ["C", "C", "P", "S", "I", "H", "H", "H", "H"], "xyz": [[0.09, -0.43, 0.43], [1.23, 0.61, 0.62], [-1.21, -0.18, -1.75], [-0.15, -1.80, 1.18], [-3.08, 0.89, -0.67], [1.58, 0.41, 1.66], [1.04, 1.64, 0.50], [1.92, 0.46, -0.21], [-1.41, -1.60, -1.75]], "homo_lumo_gap_ev": [7.259, 7.260], "largest_force_ha_per_bohr": 0.054, "e_homo_ev": [-7.865, -7.865], "energy_ha": -1115.7493, "e_above_lowest_ev": 2.097, "lumo_energy_ha": [-0.0223, -0.0222]}



No. 7
{"formula": "C4H12S", "method": "ωB97M-V with the def2-TZVPD basis set", "elements": ["C", "C", "S", "H", "H", "H", "H", "H", "H", "C", "C", "H", "H", "H", "H", "H", "H"], "xyz": [[-2.29, -0.25, 0.09], [-1.47, 0.47, -0.99], [-2.45, 1.20, -2.34], [-2.45, -1.31, -0.16], [-3.28, 0.19, 0.17], [-1.77, -0.19, 1.04], [-0.85, 1.26, -0.56], [-0.78, -0.22, -1.47], [-2.66, 2.39, -1.77], [2.55, -0.99, 0.28], [1.94, 0.10, 1.18], [2.97, -0.56, -0.62], [3.34, -1.50, 0.82], [1.83, -1.76, -0.01], [2.07, -0.12, 2.24], [0.86, 0.23, 1.06], [2.44, 1.06, 1.03]], "homo_lumo_gap_ev": 10.012, "largest_force_ha_per_bohr": 0.010, "e_homo_ev": -9.052, "smiles": "CCS.CC", "energy_ha": -557.7649, "e_above_lowest_ev": 0.150, "lumo_energy_ha": 0.0353}



Question: What is the formula in the third record?
Answer: C2H14O5